A molecular structure, C14H24CrGeN3O4SSe. Source: OMol25; level of theory: ωB97M-V/def2-TZVPD.

Total energy, Eh: -6933.9936
Net charge: +1
2S+1: 5
Expectation value of S²: 6.02
HOMO-LUMO gap (spin up / spin down), Eh: 0.245 / 0.279
Highest occupied orbital energy (spin up / spin down), eV: -10.412 / -11.497

CARTESIAN COORDINATES (ANGSTROEM)
Se 9.2914 8.0062 11.8730
Ge 9.2613 8.7560 15.0719
Cr 8.3793 8.7826 9.4952
S 8.0499 6.8222 8.2058
O 6.3599 8.8375 10.2941
O 10.6537 11.7929 7.9538
O 9.8520 9.7665 8.5737
O 4.8106 10.1071 11.2936
N 9.5803 5.2326 6.7150
N 10.5762 7.2348 7.3189
N 7.8095 10.7692 9.7209
C 6.1752 12.4629 10.1286
C 6.9751 13.4246 9.5271
C 8.5777 11.7048 9.1344
C 5.8899 9.9529 10.5887
C 9.5482 6.3965 7.4280
C 9.0188 6.9225 15.6334
C 8.3396 9.0090 13.2889
C 6.5949 11.1542 10.1515
C 11.9107 6.8840 6.8592
C 8.3689 6.3279 12.1189
C 8.1958 13.0577 8.9867
C 8.3581 10.0481 16.1709
C 9.8396 11.0737 8.5104
C 11.2175 9.0454 14.8072
H 7.4687 10.4219 15.5183
H 12.4427 6.1818 7.4896
H 5.2668 12.7532 10.7059
H 8.4410 10.1377 13.1598
H 9.8534 6.3135 15.2980
H 4.4475 9.2100 11.4385
H 11.4544 10.0293 14.3803
H 10.5187 4.9772 6.3792
H 11.5350 8.2138 14.2045
H 10.4071 8.1638 7.6614
H 8.1143 5.7843 11.2210
H 6.6963 14.4560 9.6484
H 8.9804 5.6784 12.7524
H 7.3254 8.7094 13.3446
H 7.9434 9.5048 17.0516
H 8.9307 13.7673 8.6140
H 8.8520 4.6024 6.8388
H 8.7551 6.8890 16.6926
H 11.7382 8.9739 15.7516
H 7.4332 6.5204 12.7404
H 8.1631 6.4017 15.1731
H 9.0929 10.7949 16.3806
H 11.8689 6.4435 5.8849
H 12.4670 7.8397 6.8412

Results of the Mulliken charge analysis, in e, for atoms 1 through 8: Se 0.295; Ge 0.737; Cr 0.238; S -0.465; O -0.507; O -0.634; O -0.645; O -0.432